Below is a molecular structure, C39H41As2F6NO4RhS, with properties calculated with wB97M-V/def2-TZVPD.

Calculated values
- ΔE to the lowest compared entry with this formula, charge and spin: 0.0 kJ/mol
- Total charge: +1
- Orbital gap (spin up / spin down): 0.2638 / 0.2639 hartree
- E_tot: -202609.1145 eV
- LUMO energy (spin up / spin down): -4.232 / -4.231 eV
- Maximum force: 4.17 eV/A

Positions of all 95 atoms, in Å:
Rh: 0.011 0.225 -0.480
O: 1.474 -0.104 3.487
C: 1.304 0.128 2.309
O: 0.260 0.530 1.731
C: 2.499 -0.099 1.344
C: 3.790 -0.303 1.852
C: 4.816 -0.502 0.968
C: 4.546 -0.564 -0.414
C: 5.524 -0.854 -1.388
C: 5.178 -0.951 -2.708
C: 3.850 -0.752 -3.116
C: 2.878 -0.456 -2.202
C: 3.201 -0.368 -0.835
N: 2.224 -0.107 0.066
H: 3.927 -0.297 2.922
H: 5.828 -0.637 1.319
H: 6.542 -1.022 -1.074
H: 5.924 -1.193 -3.448
H: 3.605 -0.837 -4.163
H: 1.847 -0.297 -2.499
C: -2.185 -0.764 -4.174
C: -2.419 0.717 -3.873
C: -0.998 1.186 -3.583
O: -0.401 0.125 -2.841
C: -1.008 -1.114 -3.258
H: -1.916 -0.907 -5.221
H: -3.053 -1.381 -3.956
H: -3.027 0.841 -2.971
H: -2.881 1.261 -4.692
H: -0.950 2.105 -2.991
H: -0.436 1.337 -4.516
H: -1.338 -1.632 -2.353
H: -0.256 -1.729 -3.761
C: -4.540 -1.113 1.873
As: -4.132 -0.510 0.070
C: -4.562 -1.935 -1.192
C: -5.523 0.808 -0.348
S: -2.389 0.725 -0.148
H: -5.606 -1.333 1.923
H: -4.290 -0.323 2.583
H: -3.973 -2.007 2.112
H: -5.620 -2.166 -1.062
H: -3.970 -2.828 -1.021
H: -4.396 -1.568 -2.204
H: -6.494 0.326 -0.450
H: -5.270 1.305 -1.286
H: -5.576 1.566 0.432
C: -2.774 5.353 -2.890
C: -3.313 4.706 -1.789
C: -2.494 4.012 -0.916
C: -1.119 3.957 -1.127
C: -0.592 4.586 -2.256
C: -1.410 5.285 -3.124
As: 0.078 2.839 -0.033
C: 1.732 3.833 -0.364
C: 2.870 3.205 -0.848
C: 4.037 3.926 -1.056
C: 4.064 5.283 -0.785
C: 2.930 5.922 -0.304
C: 1.769 5.202 -0.097
C: -0.283 3.468 1.775
C: -1.572 3.407 2.296
C: -1.853 3.965 3.529
C: -0.840 4.545 4.275
C: 0.463 4.520 3.806
C: 0.744 3.986 2.562
H: -3.411 5.913 -3.558
H: -4.378 4.743 -1.612
H: -2.934 3.504 -0.069
H: 0.474 4.529 -2.446
H: -0.980 5.767 -3.990
H: 2.841 2.145 -1.072
H: 4.923 3.429 -1.426
H: 4.968 5.849 -0.950
H: 2.956 6.981 -0.085
H: 0.874 5.691 0.275
H: -2.352 2.901 1.740
H: -2.863 3.945 3.910
H: -1.063 5.001 5.226
H: 1.264 4.917 4.410
H: 1.767 3.978 2.199
C: 0.182 -2.945 1.846
C: -0.335 -2.990 0.398
O: -0.779 -1.824 -0.114
C: 0.797 -3.574 -0.496
F: 1.965 -2.953 -0.263
F: 0.541 -3.404 -1.799
F: 1.006 -4.878 -0.303
C: -1.537 -3.968 0.348
F: -1.956 -4.192 -0.906
F: -1.331 -5.151 0.917
F: -2.592 -3.413 0.984
H: 1.071 -2.323 1.887
H: 0.431 -3.950 2.178
H: -0.579 -2.511 2.492

Atomic partial charges in e from the Löwdin method, atoms 1 to 4:
1 Rh 0.8444
2 O 0.0992
3 C -0.6257
4 O -0.1303